24
Properties=species:S:1:pos:R:3 method="wB97M-V/def2-TZVPD" orbital_gap_ha=0.37149 largest_force_ev_per_a=1.42 relative_energy_kj_mol=135.0 spin_multiplicity=1 e_lumo_ev=0.550
O 0.55 1.89 -2.56
O 1.22 -0.18 3.47
O -2.08 -0.26 3.17
O -1.09 -0.04 -3.65
N -0.15 -0.47 -1.03
N 1.69 -0.13 0.48
C -1.20 0.03 -0.10
C 0.95 -1.13 -0.32
H -2.56 -0.06 3.98
H 0.58 -1.88 0.38
H 1.41 -0.45 2.56
H 1.58 -1.59 -1.08
H 0.69 1.20 -1.88
H -0.95 -0.15 0.95
H 1.41 0.79 0.17
H 1.43 2.08 -2.92
H -0.54 -1.15 -1.67
H -1.17 1.11 -0.25
H -2.19 -0.38 -0.27
H 2.70 -0.21 0.42
H 0.92 0.73 3.35
H -1.29 -0.72 3.47
H -1.63 0.45 -3.02
H -0.28 0.51 -3.66